The following is a quantum chemistry calculation of an isolated molecule of C5H4OS2 in a non-equilibrium geometry, from the Open Molecules 2025 dataset.

Summary:
spin multiplicity: 1
energy above the lowest of the compared OMol25 structures with the same formula, charge and spin: 1.934 eV
HOMO energy: -8.3 eV
LUMO: -1.36 eV
HOMO-LUMO gap: 6.98 eV
energy: -28964.7277 eV
SMILES string: S=C1C=CO/C1=C/S

Atoms and positions in Å:
S (-1.597, -1.080, -0.814)
C (-0.345, -0.893, 0.374)
C (0.177, -1.824, 1.472)
C (1.337, -1.191, 2.029)
O (1.546, -0.031, 1.369)
C (0.466, 0.271, 0.527)
C (0.616, 1.419, -0.074)
S (-0.245, 1.877, -1.679)
H (-0.154, -2.940, 1.809)
H (2.212, -1.436, 2.693)
H (1.573, 1.962, 0.114)
H (-0.029, 3.218, -1.639)


The following is a quantum chemistry calculation of an isolated molecule of C3H3NS in a non-equilibrium geometry, from the Open Molecules 2025 dataset.

Summary:
spin multiplicity: 1
energy above the lowest of the compared OMol25 structures with the same formula, charge and spin: 2.930 eV
HOMO energy: -7.9 eV
LUMO: -0.83 eV
HOMO-LUMO gap: 7.05 eV
energy: -15480.8271 eV
SMILES string: C#CC(N)=S

Atoms and positions in Å:
C (0.509, 2.072, 0.088)
C (0.248, 0.890, 0.048)
C (-0.303, -0.363, 0.011)
N (0.250, -1.547, -0.037)
S (-2.428, -0.116, -0.049)
H (0.795, 3.082, 0.076)
H (1.256, -1.649, -0.067)
H (-0.328, -2.369, -0.070)


The following is a quantum chemistry calculation of a cluster of 2 separate species, C3H7BrN2 in total in a non-equilibrium geometry, from the Open Molecules 2025 dataset.

Summary:
spin multiplicity: 1
energy above the lowest of the compared OMol25 structures with the same formula, charge and spin: 1.478 eV
HOMO energy: -8.2 eV
LUMO: 0.72 eV
HOMO-LUMO gap: 8.87 eV
energy: -76243.8451 eV

Atoms and positions in Å:
C (-1.554, -2.203, -0.024)
C (2.086, 1.461, 0.363)
C (-1.558, -0.740, -0.069)
N (-0.832, 1.541, -0.350)
N (-1.245, 0.371, -0.252)
Br (2.274, -0.405, -0.093)
H (-2.615, -2.465, -0.158)
H (-1.017, -2.522, -0.830)
H (-1.157, -2.695, 0.865)
H (2.822, 1.825, 1.179)
H (1.101, 1.673, 0.704)
H (2.192, 1.909, -0.649)
H (-1.271, 1.845, -1.211)


The following is a quantum chemistry calculation of a cluster of 2 separate species, C5H10Cl2Si in total in a non-equilibrium geometry, from the Open Molecules 2025 dataset.

Summary:
spin multiplicity: 1
energy above the lowest of the compared OMol25 structures with the same formula, charge and spin: 3.205 eV
HOMO energy: -9.7 eV
LUMO: 0.70 eV
HOMO-LUMO gap: 10.39 eV
energy: -38270.1982 eV
SMILES string: C[Si](C)(Cl)Cl.C=C=C

Atoms and positions in Å:
C (0.993, 0.182, -0.994)
Si (0.673, -1.124, 0.370)
C (2.092, -2.406, 0.458)
Cl (-1.207, -1.957, 0.010)
Cl (0.348, -0.295, 2.214)
H (0.123, 0.950, -0.934)
H (1.972, 0.515, -0.991)
H (1.092, -0.250, -2.017)
H (1.821, -3.390, 1.102)
H (2.244, -2.943, -0.458)
H (2.932, -2.015, 0.854)
C (-2.642, 1.032, -0.521)
C (-1.800, 1.801, 0.011)
C (-1.042, 2.659, 0.648)
H (-2.437, 0.289, -1.373)
H (-3.718, 0.864, -0.188)
H (-0.440, 2.493, 1.534)
H (-1.002, 3.595, 0.274)


The following is a quantum chemistry calculation of a cluster of 3 separate species, C23H56N5O5 in total, from the Open Molecules 2025 dataset.

Summary:
spin multiplicity: 1
HOMO energy: -10.5 eV
LUMO: -2.32 eV
HOMO-LUMO gap: 8.15 eV
net charge: +1
energy: -42437.9157 eV

Atoms and positions in Å:
C (-3.241, 2.857, 1.395)
C (-3.713, 2.072, 0.156)
N (-2.806, 0.917, 0.005)
N (-3.317, -0.123, -0.880)
C (-4.015, 0.472, -2.050)
C (-4.196, -1.077, -0.102)
C (-5.076, -1.975, -0.977)
C (-5.605, -3.165, -0.184)
N (-6.746, -2.920, 0.574)
O (-5.091, -4.244, -0.285)
C (-2.121, -0.937, -1.428)
C (-0.823, -0.827, -0.643)
C (0.230, -1.833, -1.169)
C (1.499, -1.697, -0.289)
C (-0.273, -3.285, -1.179)
H (-2.791, 2.201, 2.148)
H (-4.064, 3.444, 1.808)
H (-2.462, 3.568, 1.090)
H (-4.755, 1.765, 0.321)
H (-3.633, 2.726, -0.715)
H (-2.746, 0.485, 0.926)
H (-5.024, 0.795, -1.780)
H (-3.419, 1.306, -2.428)
H (-4.085, -0.278, -2.842)
H (-4.831, -0.451, 0.538)
H (-3.515, -1.679, 0.508)
H (-4.482, -2.396, -1.795)
H (-5.917, -1.417, -1.395)
H (-7.047, -3.771, 1.038)
H (-6.625, -2.162, 1.236)
H (-1.952, -0.600, -2.457)
H (-2.436, -1.980, -1.473)
H (-0.993, -1.068, 0.420)
H (-0.397, 0.178, -0.716)
H (0.520, -1.524, -2.183)
H (2.390, -1.954, -0.866)
H (1.589, -0.654, 0.043)
H (1.417, -2.313, 0.613)
H (-0.874, -3.494, -0.281)
H (0.559, -3.989, -1.242)
H (-0.938, -3.463, -2.036)
C (4.884, -0.153, -7.282)
O (4.953, -0.911, -6.088)
C (5.966, -0.488, -5.183)
C (5.352, 0.075, -3.920)
N (4.685, 1.344, -4.179)
C (3.896, 1.853, -3.065)
C (2.686, 1.037, -2.625)
O (1.635, 0.981, -3.575)
C (1.746, -0.051, -4.542)
H (4.162, -0.641, -7.934)
H (4.551, 0.874, -7.098)
H (5.852, -0.126, -7.790)
H (6.628, 0.245, -5.652)
H (6.564, -1.365, -4.923)
H (6.140, 0.234, -3.178)
H (4.665, -0.687, -3.523)
H (4.082, 1.239, -4.985)
H (3.540, 2.848, -3.345)
H (4.556, 1.985, -2.202)
H (2.262, 1.534, -1.746)
H (2.961, 0.023, -2.309)
H (2.253, -0.932, -4.138)
H (2.275, 0.283, -5.437)
H (0.736, -0.334, -4.841)
C (0.563, 0.348, 8.162)
O (1.171, 1.386, 7.416)
C (2.336, 0.991, 6.702)
C (2.097, 1.065, 5.210)
N (1.157, 0.037, 4.777)
C (0.716, 0.164, 3.397)
C (-0.099, 1.395, 3.016)
O (-1.379, 1.449, 3.625)
C (-1.415, 2.057, 4.911)
H (-0.236, 0.798, 8.749)
H (0.130, -0.424, 7.516)
H (1.277, -0.121, 8.844)
H (2.652, -0.014, 6.995)
H (3.137, 1.687, 6.964)
H (3.046, 0.922, 4.686)
H (1.739, 2.080, 4.987)
H (0.347, 0.059, 5.384)
H (0.109, -0.718, 3.167)
H (1.596, 0.119, 2.748)
H (-0.280, 1.347, 1.935)
H (0.446, 2.329, 3.195)
H (-0.657, 2.837, 5.007)
H (-1.281, 1.324, 5.709)
H (-2.400, 2.508, 5.035)


The following is a quantum chemistry calculation of a structure of composition C10H11F5N4O3RuSeTe in a non-equilibrium geometry, from the Open Molecules 2025 dataset.

Summary:
spin multiplicity: 6
energy above the lowest of the compared OMol25 structures with the same formula, charge and spin: 3.550 eV
HOMO energy (alpha / beta): -12.6 / -13.2 eV
LUMO (alpha / beta): -3.97 / -6.61 eV
⟨S²⟩: 8.801
HOMO-LUMO gap (alpha / beta): 8.59 / 6.56 eV
net charge: +1
energy: -111448.5802 eV

Atoms and positions in Å:
Ru (-0.324, -1.388, -0.539)
C (4.257, -1.449, 2.384)
O (3.600, -1.155, 1.150)
C (2.301, -1.078, 1.048)
O (1.798, -0.872, -0.061)
N (1.521, -1.189, 2.154)
N (0.130, -1.124, 1.986)
H (5.308, -1.565, 2.125)
H (3.895, -2.385, 2.812)
H (4.157, -0.625, 3.094)
H (1.897, -1.402, 3.071)
H (-0.267, -0.295, 2.432)
H (-0.347, -1.955, 2.343)
N (-0.814, 0.474, -0.536)
C (-0.825, 1.620, -0.704)
C (-0.728, 3.004, -0.815)
C (0.210, 3.657, 0.013)
C (0.372, 5.021, -0.091)
C (-0.388, 5.747, -1.002)
C (-1.313, 5.106, -1.819)
C (-1.495, 3.740, -1.735)
H (0.799, 3.088, 0.717)
H (1.098, 5.527, 0.527)
H (-0.250, 6.816, -1.079)
H (-1.886, 5.681, -2.531)
H (-2.215, 3.240, -2.368)
F (-1.893, -4.103, -3.079)
Te (-2.684, -3.429, -1.298)
F (-4.004, -2.934, -2.544)
F (-1.729, -2.727, 0.812)
F (-4.129, -2.770, -0.109)
F (-3.643, -5.318, -1.479)
O (-1.902, -1.735, -1.649)
Se (-0.655, -5.844, -1.364)
C (-0.101, -4.240, -1.057)
N (0.247, -3.143, -0.809)


The following is a quantum chemistry calculation of an isolated molecule of C3H7NO, from the Open Molecules 2025 dataset.

Summary:
spin multiplicity: 1
energy above the lowest of the compared OMol25 structures with the same formula, charge and spin: 1.817 eV
HOMO energy: -9.9 eV
LUMO: 1.02 eV
HOMO-LUMO gap: 10.97 eV
energy: -6760.9331 eV
SMILES string: C[C@]1(N)CO1

Atoms and positions in Å:
C (-1.062, 0.497, -0.636)
C (0.195, 0.096, 0.119)
N (1.418, -0.022, -0.623)
C (0.133, -0.696, 1.348)
O (0.348, 0.707, 1.390)
H (-1.613, -0.374, -1.004)
H (-1.722, 1.086, 0.006)
H (-0.797, 1.110, -1.504)
H (1.384, -0.853, -1.206)
H (1.535, 0.775, -1.243)
H (-0.827, -1.037, 1.737)
H (1.007, -1.288, 1.616)


The following is a quantum chemistry calculation of the ion C7H14N3O4 with charge -1 in a non-equilibrium geometry, from the Open Molecules 2025 dataset.

Summary:
spin multiplicity: 1
energy above the lowest of the compared OMol25 structures with the same formula, charge and spin: 0.000 eV
HOMO energy: -4.2 eV
LUMO: 3.42 eV
HOMO-LUMO gap: 7.66 eV
net charge: -1
energy: -20147.0212 eV
SMILES string: CN[C@@H](C(=O)O)C(NC)(NC)C(=O)[O-]

Atoms and positions in Å:
C (2.173, 1.505, 0.024)
N (1.975, 0.242, -0.660)
C (0.644, 0.054, -1.116)
C (0.429, -0.499, -2.559)
O (-0.109, 0.224, -3.427)
O (0.831, -1.664, -2.860)
C (-0.053, -1.131, 0.089)
N (-1.167, -1.831, -0.471)
C (-2.315, -1.045, -0.885)
N (-0.297, -0.490, 1.328)
C (-1.042, 0.792, 1.378)
C (1.181, -2.159, 0.388)
O (1.701, -2.130, 1.522)
O (1.595, -2.714, -0.680)
H (3.170, 1.443, 0.468)
H (2.063, 2.323, -0.632)
H (1.377, 1.685, 0.757)
H (2.327, -0.478, -0.064)
H (0.036, 0.992, -1.005)
H (1.311, -2.135, -1.940)
H (-0.844, -2.435, -1.350)
H (-2.128, -0.355, -1.716)
H (-3.083, -1.750, -1.323)
H (-2.731, -0.408, -0.106)
H (0.278, -0.708, 2.160)
H (-1.284, 0.934, 0.311)
H (-1.993, 0.720, 1.967)
H (-0.601, 1.596, 1.853)


The following is a quantum chemistry calculation of the ion C4H10NOS with charge -1 in a non-equilibrium geometry, from the Open Molecules 2025 dataset.

Summary:
spin multiplicity: 1
energy above the lowest of the compared OMol25 structures with the same formula, charge and spin: 3.710 eV
HOMO energy: -2.7 eV
LUMO: 3.29 eV
HOMO-LUMO gap: 5.95 eV
net charge: -1
energy: -18681.3859 eV
SMILES string: C[C@@H](CS)NC[O-]

Atoms and positions in Å:
C (-1.648, -0.247, 0.592)
C (-0.247, -0.121, 0.131)
C (0.612, -1.485, 0.231)
S (0.869, -2.111, 1.922)
N (-0.166, 0.429, -1.253)
C (0.866, 1.657, -1.169)
O (1.643, 1.609, -0.108)
H (-1.696, -0.317, 1.699)
H (-1.823, -1.254, 0.153)
H (-2.157, 0.769, 0.159)
H (0.294, 0.597, 0.683)
H (1.556, -1.324, -0.246)
H (0.028, -2.228, -0.394)
H (1.494, -1.102, 2.528)
H (-1.026, 0.913, -1.553)
H (0.173, 2.453, -1.195)
H (1.229, 1.760, -2.181)